1.
Entry from OMol25: a 7-piece molecular cluster, C42H44BClFIN6O14PS2 overall in a non-equilibrium geometry (wB97M-V/def2-TZVPD).

Structure (ORCA input):
```
! wB97M-V def2-TZVPD RIJCOSX def2/J DEFGRID3
* xyz -1 1
O 2.4891 3.0769 -8.1697
S 3.8527 3.1092 -7.7548
O 4.6009 2.0346 -8.3338
Cl 4.6893 4.9002 -8.2046
C 3.8567 2.9507 -5.9601
C 2.5531 3.4703 -5.3402
C 2.8125 3.7701 -3.8440
C 2.3690 5.1632 -3.3926
B 3.1844 6.4279 -4.0414
I 2.1641 7.2430 -5.8826
C 4.7441 6.1434 -4.4244
C 5.6230 5.7316 -3.2858
F 6.9064 5.3680 -3.7619
P 3.1050 7.8841 -2.7004
S 3.4733 9.7256 -3.3009
H 4.7394 3.3677 -5.4979
H 3.8760 1.8825 -5.7892
H 2.1215 4.2958 -5.8878
H 1.8461 2.6557 -5.4111
H 2.2248 3.0461 -3.2817
H 3.8449 3.5510 -3.6006
H 1.3023 5.2775 -3.5597
H 2.5057 5.2165 -2.3096
H 5.1546 7.0750 -4.8060
H 4.7803 5.4460 -5.2540
H 5.2456 4.8933 -2.7066
H 5.7815 6.5748 -2.6225
H 3.9654 7.5038 -1.6430
H 1.8337 7.7715 -2.0868
C -1.7324 1.0114 0.1062
C -0.5088 0.4676 -0.2572
C 0.6313 1.2542 -0.2512
C 0.5252 2.5811 0.1250
C -0.6865 3.1407 0.4831
C -1.8210 2.3460 0.4726
N 1.7341 3.4164 0.1577
O 2.7853 2.9062 -0.1770
O 1.6135 4.5690 0.5249
H -2.6167 0.3973 0.0994
H -0.4467 -0.5728 -0.5466
H 1.5861 0.8369 -0.5346
H -0.7494 4.1796 0.7690
H -2.7755 2.7683 0.7537
C -2.2078 -5.5557 1.6421
C -3.5513 -5.2580 1.8232
C -3.9504 -3.9470 2.0136
C -2.9933 -2.9519 2.0224
C -1.6498 -3.2289 1.8529
C -1.2588 -4.5429 1.6606
N -3.4145 -1.5582 2.2084
O -4.6018 -1.3356 2.3704
O -2.5518 -0.7017 2.1774
H -1.8990 -6.5805 1.4859
H -4.2888 -6.0479 1.8131
H -4.9934 -3.7099 2.1551
H -0.9164 -2.4364 1.8670
H -0.2126 -4.7768 1.5226
C 3.2153 -2.2987 -5.3046
C 2.4236 -3.0241 -4.4214
C 1.2324 -2.4891 -3.9530
C 0.8471 -1.2309 -4.3812
C 1.6276 -0.4952 -5.2493
C 2.8137 -1.0340 -5.7094
N -0.4263 -0.6631 -3.9149
O -1.0887 -1.3217 -3.1328
O -0.7464 0.4267 -4.3404
H 4.1426 -2.7166 -5.6726
H 2.7323 -4.0086 -4.0985
H 0.6201 -3.0576 -3.2678
H 1.3275 0.4876 -5.5823
H 3.4245 -0.4587 -6.3932
C -2.9289 -4.6660 -7.9727
C -2.8881 -3.7263 -6.9524
C -2.6139 -4.1233 -5.6542
C -2.3807 -5.4619 -5.3983
C -2.4235 -6.4123 -6.4015
C -2.7005 -6.0072 -7.6962
N -2.0676 -5.8912 -4.0272
O -2.0533 -5.0454 -3.1569
O -1.8368 -7.0731 -3.8465
H -3.1378 -4.3521 -8.9866
H -3.0664 -2.6822 -7.1673
H -2.5836 -3.3853 -4.8648
H -2.2425 -7.4534 -6.1824
H -2.7349 -6.7385 -8.4915
C -4.4292 0.8369 7.5570
C -4.8786 0.3810 6.3246
C -4.5988 -0.9122 5.9190
C -3.8706 -1.7310 6.7635
C -3.4069 -1.2919 7.9888
C -3.6919 0.0036 8.3854
N -3.5872 -3.1110 6.3462
O -3.9953 -3.4606 5.2549
O -2.9625 -3.8224 7.1109
H -4.6527 1.8473 7.8723
H -5.4487 1.0333 5.6782
H -4.9443 -1.2700 4.9601
H -2.8344 -1.9448 8.6294
H -3.3437 0.3668 9.3386
C 1.3137 -2.0923 12.5863
C 1.3502 -2.4192 11.2379
C 0.6734 -1.6388 10.3158
C -0.0296 -0.5361 10.7637
C -0.0826 -0.1982 12.1030
C 0.5954 -0.9856 13.0181
N -0.7332 0.3053 9.7846
O -0.6815 -0.0302 8.6188
O -1.3219 1.2868 10.2026
H 1.8477 -2.7015 13.3032
H 1.9085 -3.2819 10.9031
H 0.6980 -1.8886 9.2659
H -0.6405 0.6650 12.4325
H 0.5659 -0.7339 14.0688
*
```

Properties
E_tot in eV: -136836.803
HOMO-LUMO gap in eV: 4.71

2.
Entry from OMol25: C42H44BrN8O7Sr as an isolated structure in a non-equilibrium geometry (wB97M-V/def2-TZVPD).

Structure (ORCA input):
```
! wB97M-V def2-TZVPD RIJCOSX def2/J DEFGRID3
* xyz -1 1
Sr -2.2761 -1.3910 0.3557
O -6.2493 -2.9779 0.8189
C -5.1474 -2.5515 1.1457
O -4.5678 -1.5060 0.7063
C -4.4123 -3.2837 2.2979
C -3.8674 -2.2614 3.3109
C -3.7449 -2.9014 4.6958
C -2.5532 -3.8572 4.4653
C -2.1547 -3.5090 3.0230
O -2.4881 -2.1082 2.9315
C -3.1217 -4.1214 2.0139
C -2.5537 -4.1000 0.5719
O -3.2640 -4.5643 -0.3176
O -1.4057 -3.5640 0.4245
H -5.1554 -3.9263 2.7669
H -4.3544 -1.2914 3.2765
H -3.5070 -2.1464 5.4460
H -4.6606 -3.4101 4.9950
H -1.7354 -3.6508 5.1558
H -2.8226 -4.9092 4.5629
H -1.1085 -3.6462 2.7737
H -3.3160 -5.1728 2.2317
C 5.0180 2.1621 3.3112
C 4.8057 1.3030 2.0624
C 5.4059 -0.0859 2.3268
C 5.5691 1.9563 0.9015
C 3.3279 1.1392 1.7110
C 2.9732 0.4695 0.5465
C 1.6504 0.2075 0.2841
Br 1.2198 -0.7325 -1.3233
C 0.5586 0.5655 1.1220
O -0.6445 0.2278 0.8227
C 0.9320 1.2903 2.2906
C 2.2807 1.5445 2.5366
C -0.0880 1.8112 3.3153
C -1.5423 1.4089 3.0447
C 0.2720 1.2769 4.7153
C -0.0400 3.3479 3.3456
H 6.0874 2.2660 3.5077
H 4.5603 1.7082 4.1915
H 4.5984 3.1625 3.1819
H 6.4753 -0.0130 2.5449
H 5.2766 -0.7357 1.4607
H 4.9087 -0.5571 3.1763
H 6.6243 2.0766 1.1585
H 5.1676 2.9455 0.6788
H 5.5133 1.3508 -0.0055
H 3.7242 0.1393 -0.1620
H 2.5240 2.0745 3.4462
H -1.6664 0.3245 3.0599
H -1.8918 1.7809 2.0812
H -2.1710 1.8364 3.8303
H 0.3232 0.1869 4.7017
H -0.4947 1.5734 5.4356
H 1.2286 1.6579 5.0735
H -0.3616 3.7461 2.3817
H 0.9629 3.7242 3.5560
H -0.7177 3.7308 4.1132
C -1.4153 4.2148 -1.5104
N -2.2430 3.0869 -1.1031
C -1.9890 1.7737 -1.1754
N -3.0111 1.0938 -0.7021
C -3.8743 2.0648 -0.3195
N -3.4594 3.2902 -0.5554
C 0.0412 3.8373 -1.4959
C 0.8487 4.1629 -0.4139
C 2.1572 3.7145 -0.3485
C 2.6695 2.9088 -1.3474
C 1.8639 2.5725 -2.4319
C 0.5604 3.0573 -2.5168
C 2.3502 1.6267 -3.4208
N 3.5624 1.3654 -3.7775
N 3.4925 0.3281 -4.6601
C 2.2426 0.0348 -4.7927
O 1.4542 0.8212 -4.0327
C 1.6424 -1.0584 -5.5407
C 2.3796 -1.7219 -6.5146
C 1.8284 -2.8232 -7.1468
C 0.5649 -3.2718 -6.7949
C -0.1763 -2.6104 -5.8207
C -1.5316 -3.1575 -5.4371
N -2.1047 -2.5142 -4.2825
C -1.6702 -2.4982 -3.0171
N -2.4377 -1.7152 -2.2964
C -3.3842 -1.2968 -3.1718
N -3.2051 -1.7376 -4.3970
C 0.3615 -1.4932 -5.2077
H -1.6199 5.0275 -0.8159
H -1.7277 4.5286 -2.5088
H -1.0628 1.3479 -1.5239
H -4.8280 1.8526 0.1342
H 0.4408 4.7479 0.3995
H 2.7537 3.9397 0.5194
H 3.6683 2.4902 -1.2764
H -0.0658 2.7761 -3.3561
H 3.3773 -1.3772 -6.7497
H 2.3937 -3.3489 -7.9050
H 0.1533 -4.1534 -7.2731
H -1.4552 -4.2301 -5.2524
H -2.2443 -3.0071 -6.2472
H -0.8180 -3.0535 -2.6597
H -4.1966 -0.6482 -2.8916
H -0.1904 -0.9682 -4.4390
*
```

Properties
E_tot in eV: -141407.513
Energy above the lowest of the compared OMol25 structures with the same formula, charge and spin in kJ/mol: 30.69
HOMO-LUMO gap in eV: 6.77

E_LUMO values, unit Ha, following the record order: 0.00585 0.06669.